Entry 1:
This record from OMol25 describes C18H21ClIN4ORbS2 as an isolated structure. The level of theory is wB97M-V/def2-TZVPD.

Its multiplicity is 1. As for the frontier orbital gap: 6.348 eV. As for the largest force on an atom: 0.009 Eh/bohr. The HOMO energy comes out at -6.5 eV. The calculation puts the total energy at -2571.1498 a.u. The calculation puts the LUMO energy at -0.119 eV.

Geometry as XYZ:
```
49
Properties=species:S:1:pos:R:3:forces:R:3
Rb -0.347 -0.065 -0.554 -0.13 0.41 0.13
C -1.561 3.563 0.874 0.03 0.21 0.09
C -2.575 3.088 -0.165 -0.26 0.14 0.08
N -2.861 1.667 -0.156 0.37 -0.19 -0.16
C -3.720 1.096 0.857 -0.19 -0.01 0.10
C -3.206 1.120 2.297 -0.08 0.06 0.09
S -1.566 0.411 2.644 0.01 0.02 -0.09
C -0.604 1.860 3.172 0.01 0.01 0.02
C 0.309 2.535 2.149 0.04 0.10 0.12
N -0.315 2.818 0.870 -0.12 -0.24 -0.24
H -2.004 3.503 1.865 0.00 -0.02 0.02
H -1.410 4.638 0.697 0.03 -0.04 0.03
H -2.195 3.329 -1.160 0.03 -0.02 -0.01
H -3.481 3.702 -0.017 0.01 -0.03 -0.06
H -3.179 1.379 -1.072 -0.04 0.04 0.07
H -3.890 0.055 0.570 0.00 0.03 0.03
H -4.718 1.571 0.897 0.06 0.03 -0.05
H -3.923 0.551 2.893 0.04 0.00 -0.01
H -3.223 2.130 2.702 0.01 -0.01 0.01
H 0.029 1.518 3.992 -0.02 -0.04 0.00
H -1.301 2.570 3.619 -0.01 -0.01 -0.01
H 1.168 1.887 1.956 -0.02 0.01 0.01
H 0.701 3.438 2.651 0.01 -0.04 -0.05
H 0.355 3.230 0.236 0.01 0.00 0.02
Cl 4.707 -5.818 0.409 0.07 -0.07 0.02
C 3.456 -4.753 -0.172 -0.08 0.09 0.01
C 2.974 -4.908 -1.440 0.03 -0.05 0.02
C 1.968 -4.073 -1.932 0.06 0.00 0.01
I 1.285 -4.329 -3.884 -0.01 -0.01 -0.03
C 1.396 -3.038 -1.185 -0.07 0.10 0.07
O 0.485 -2.266 -1.603 -0.01 -0.22 -0.30
C 1.939 -2.874 0.166 0.18 -0.28 -0.10
N 1.427 -1.866 0.903 0.05 0.10 0.22
C 1.880 -1.682 2.120 -0.08 0.06 0.10
C 2.874 -2.474 2.714 0.03 -0.09 -0.09
C 3.411 -3.498 1.984 -0.05 0.09 0.05
C 2.953 -3.728 0.670 0.02 -0.11 -0.16
H 3.374 -5.686 -2.076 0.04 -0.04 0.04
H 1.431 -0.871 2.689 0.00 0.02 -0.01
H 3.197 -2.269 3.725 0.02 -0.01 0.02
H 4.181 -4.138 2.392 0.01 0.00 0.03
S 0.402 -0.357 -5.657 0.14 0.18 -0.02
C 0.097 1.330 -5.688 -0.17 -0.04 0.08
C -0.153 1.768 -4.426 0.18 0.15 -0.28
N -0.065 0.821 -3.446 -0.05 -0.15 0.11
C 0.229 -0.342 -3.961 -0.11 -0.03 0.17
H 0.101 1.904 -6.597 -0.02 -0.01 -0.07
H -0.384 2.790 -4.164 0.00 0.03 0.00
H 0.352 -1.237 -3.358 0.03 -0.14 -0.02
```
Positions in Å, forces in eV/Å.

=====

Entry 2:
This record from OMol25 describes one molecule with the formula C18H21ClN2O3S2 in a non-equilibrium geometry. The level of theory is wB97M-V/def2-TZVPD.

The SMILES is O=C(NCCc1ccccc1Cl)C1CCN(S(=O)(=O)c2cccs2)CC1. Its multiplicity is 1. As for the frontier orbital gap: 9.188 eV. As for the largest force on an atom: 0.020 Eh/bohr. The HOMO energy comes out at -8.9 eV. The calculation puts the total energy at -2290.3242 a.u. The calculation puts the LUMO energy at 0.299 eV.

Geometry as XYZ:
```
47
Properties=species:S:1:pos:R:3:forces:R:3
O 0.700 1.004 -4.197 0.03 0.09 -0.45
C 0.596 0.675 -3.033 0.49 -0.44 0.13
N -0.250 1.256 -2.162 -0.40 0.24 0.40
C -1.176 2.301 -2.520 -0.16 0.08 -0.22
C -2.611 1.921 -2.126 0.22 0.08 -0.08
C -2.699 1.611 -0.657 -0.15 -0.15 -0.11
C -2.538 2.629 0.278 0.03 -0.04 0.06
C -2.557 2.374 1.635 0.05 0.10 0.04
C -2.745 1.081 2.093 -0.07 -0.08 0.00
C -2.923 0.052 1.189 -0.08 0.02 0.07
C -2.896 0.323 -0.169 -0.06 0.25 0.21
Cl -3.108 -1.011 -1.252 -0.10 -0.29 -0.17
C 1.418 -0.464 -2.413 -0.13 0.14 -0.11
C 2.255 0.078 -1.240 0.10 -0.08 0.06
C 2.690 -1.016 -0.263 0.38 0.64 0.00
N 1.612 -1.917 0.093 -0.65 0.13 0.77
S 0.419 -1.235 1.051 0.60 -0.35 0.66
O -0.625 -2.200 1.195 -0.03 -0.33 -0.15
O 0.044 0.100 0.655 0.32 0.01 0.13
C 1.274 -1.074 2.590 -0.18 0.41 -0.44
C 1.839 -2.051 3.351 -0.12 -0.02 -0.23
C 2.417 -1.539 4.532 -0.02 0.04 0.00
C 2.272 -0.190 4.634 -0.28 0.24 -0.42
S 1.427 0.484 3.296 0.24 -0.28 0.30
C 1.077 -2.598 -1.073 -0.62 -0.24 -0.37
C 0.447 -1.593 -2.029 0.22 -0.18 0.05
H -0.294 0.938 -1.201 0.14 -0.08 -0.12
H -1.099 2.445 -3.600 0.00 0.07 0.16
H -0.887 3.230 -2.015 -0.05 -0.01 -0.12
H -2.927 1.057 -2.709 -0.01 0.13 -0.04
H -3.268 2.761 -2.365 -0.04 -0.02 -0.02
H -2.392 3.639 -0.076 0.01 0.12 -0.05
H -2.419 3.183 2.337 0.00 0.08 0.06
H -2.753 0.871 3.152 -0.01 -0.03 0.10
H -3.055 -0.964 1.527 -0.01 -0.08 0.00
H 2.096 -0.839 -3.187 -0.13 0.13 0.01
H 1.683 0.817 -0.681 0.19 -0.01 -0.11
H 3.141 0.576 -1.637 -0.01 0.03 0.01
H 3.486 -1.631 -0.694 -0.05 -0.01 0.11
H 3.064 -0.568 0.661 0.19 0.00 -0.10
H 1.832 -3.086 3.066 0.02 -0.24 -0.07
H 2.913 -2.147 5.266 0.09 -0.08 0.14
H 2.612 0.450 5.424 0.07 0.14 0.18
H 1.897 -3.148 -1.543 0.01 0.01 0.12
H 0.328 -3.304 -0.714 0.09 -0.10 -0.21
H 0.111 -2.097 -2.937 -0.09 0.03 0.00
H -0.431 -1.183 -1.531 -0.04 -0.08 -0.17
```
Positions in Å, forces in eV/Å.

=====

Entry 3:
This record from OMol25 describes C18H21CoGeN3O4PS2 as an isolated structure. The level of theory is wB97M-V/def2-TZVPD.

Its multiplicity is 1. As for the frontier orbital gap (spin up / spin down): 6.935 / 6.964 eV. As for the largest force on an atom: 0.012 Eh/bohr. The HOMO energy (spin up / spin down) comes out at -8.6 / -8.6 eV. The calculation puts the total energy at -5761.1132 a.u. The calculation puts the LUMO energy (spin up / spin down) at -1.653 / -1.610 eV.

Geometry as XYZ:
```
51
Properties=species:S:1:pos:R:3:forces:R:3
Co -0.426 -0.246 0.542 -0.06 0.31 0.00
C -3.632 -4.233 2.692 0.02 0.00 0.01
C -2.563 -3.793 3.661 -0.02 -0.05 0.14
O -2.362 -2.356 3.559 0.00 0.05 -0.08
P -1.088 -1.765 2.860 0.35 0.02 -0.36
S -1.320 0.196 2.539 0.20 -0.07 0.01
S -0.748 -2.427 0.987 -0.01 0.10 0.14
O 0.058 -2.217 3.849 -0.48 0.16 0.33
C 1.414 -1.724 3.944 0.32 -0.08 -0.43
C 1.514 -0.327 4.517 -0.01 -0.08 0.01
H -3.763 -5.313 2.764 -0.01 -0.03 0.01
H -3.360 -3.985 1.668 0.03 0.00 -0.01
H -4.582 -3.755 2.924 0.00 0.03 0.01
H -1.612 -4.305 3.500 -0.03 0.00 -0.06
H -2.859 -3.960 4.696 0.02 -0.02 -0.04
H 1.875 -1.793 2.948 -0.09 0.07 0.21
H 1.900 -2.447 4.598 -0.04 0.00 -0.04
H 1.302 0.432 3.771 -0.04 0.03 -0.04
H 2.529 -0.177 4.886 0.03 0.01 -0.03
H 0.830 -0.205 5.357 0.00 -0.02 0.03
Ge 1.974 1.328 -1.162 -0.27 0.01 -0.13
C 1.532 3.084 -1.832 0.09 -0.10 0.05
C 2.367 4.151 -1.500 0.09 -0.03 0.06
C 2.049 5.442 -1.891 0.01 -0.03 -0.01
C 0.885 5.676 -2.608 -0.04 0.06 0.00
C 0.041 4.627 -2.940 0.00 0.04 0.03
C 0.373 3.335 -2.564 -0.14 -0.15 0.02
C 1.452 -0.270 -2.139 0.15 0.12 0.03
C 0.134 -0.502 -2.525 -0.07 0.07 0.03
C -0.228 -1.692 -3.144 -0.03 0.00 0.00
C 0.733 -2.653 -3.406 -0.01 -0.05 -0.03
C 2.055 -2.428 -3.047 0.02 0.01 0.03
C 2.409 -1.248 -2.413 0.07 0.00 0.12
H 3.395 1.215 -0.613 0.00 0.03 -0.03
H 3.270 3.978 -0.925 0.00 0.00 0.00
H 2.702 6.263 -1.628 0.01 0.01 0.00
H 0.626 6.686 -2.900 0.00 0.00 0.00
H -0.888 4.805 -3.464 -0.02 -0.06 -0.06
H -0.300 2.530 -2.836 0.00 0.03 -0.01
H -0.632 0.238 -2.341 0.02 0.05 -0.05
H -1.260 -1.859 -3.423 -0.02 0.01 0.00
H 0.454 -3.578 -3.892 0.00 -0.01 0.00
H 2.807 -3.180 -3.246 0.01 0.00 -0.01
H 3.438 -1.099 -2.109 0.01 0.01 -0.01
O 1.328 -0.026 0.982 -0.36 -0.41 0.05
O 0.906 1.206 0.386 -0.10 0.11 0.06
N -3.032 3.230 -3.422 0.04 0.11 0.05
C -3.263 2.454 -2.595 0.20 0.23 -0.50
N -3.598 1.548 -1.711 -0.34 -0.21 0.43
C -2.753 0.918 -1.008 0.04 -0.37 0.16
N -2.082 0.222 -0.346 0.42 0.10 -0.06
```
Positions in Å, forces in eV/Å.

=====

Entry 4:
This record from OMol25 describes C18H21CoN4O3 as an isolated structure. The level of theory is wB97M-V/def2-TZVPD.

The charge is +1. Its multiplicity is 2. As for the frontier orbital gap (spin up / spin down): 6.613 / 6.631 eV. As for the largest force on an atom: 0.003 Eh/bohr. The HOMO energy (spin up / spin down) comes out at -10.1 / -10.1 eV. The calculation puts the total energy at -2525.8084 a.u. The calculation puts the LUMO energy (spin up / spin down) at -3.508 / -3.513 eV.

Geometry as XYZ:
```
47
Properties=species:S:1:pos:R:3:forces:R:3
Co 0.641 -1.198 -0.526 0.00 0.07 0.03
O -3.567 -0.810 -1.558 -0.08 0.02 0.01
C -4.042 -0.994 -0.294 0.01 0.04 -0.04
C -5.417 -0.889 -0.108 -0.01 0.00 0.00
C -5.959 -1.054 1.151 0.00 -0.01 -0.01
C -5.141 -1.328 2.245 0.01 0.00 0.00
C -3.778 -1.421 2.064 -0.01 0.00 0.00
C -3.204 -1.253 0.800 0.01 -0.01 -0.01
C -1.738 -1.305 0.647 -0.02 -0.02 0.08
O -1.246 -1.352 -0.578 0.11 0.10 -0.03
N -0.979 -1.272 1.701 0.03 0.01 -0.06
N 0.355 -1.267 1.305 -0.08 -0.09 0.05
C 1.268 -1.329 2.206 0.15 0.00 -0.05
C 2.681 -1.312 1.916 -0.08 0.00 0.04
C 3.565 -1.361 3.010 0.02 0.00 0.04
C 4.927 -1.353 2.841 0.00 0.00 -0.02
C 5.442 -1.300 1.541 -0.04 0.00 0.00
C 4.605 -1.252 0.450 0.05 -0.01 -0.01
C 3.208 -1.258 0.602 -0.04 0.00 -0.07
O 2.465 -1.201 -0.489 -0.03 0.04 0.04
H -2.637 -1.103 -1.538 0.04 -0.06 0.01
H -6.038 -0.691 -0.970 0.00 0.00 0.00
H -7.031 -0.979 1.282 0.00 0.00 0.00
H -5.570 -1.469 3.227 0.00 0.00 0.00
H -3.122 -1.628 2.898 0.00 0.00 0.00
H 0.944 -1.393 3.242 -0.02 0.01 0.00
H 3.142 -1.409 4.007 0.01 0.00 0.00
H 5.588 -1.394 3.694 0.00 0.00 0.00
H 6.514 -1.304 1.387 0.00 0.00 0.00
H 4.999 -1.230 -0.558 0.01 0.00 0.01
N 0.580 3.218 -2.896 0.00 -0.01 0.01
C 1.688 2.950 -1.909 0.05 0.00 -0.01
C 1.784 1.457 -1.648 -0.01 -0.10 0.04
N 0.512 0.871 -1.218 -0.05 0.00 -0.01
C -0.588 1.180 -2.138 0.03 -0.10 0.03
C -0.736 2.665 -2.410 -0.05 -0.01 -0.01
H 0.816 2.785 -3.792 0.00 -0.01 -0.01
H 0.498 4.220 -3.070 0.00 0.01 0.00
H 1.435 3.505 -1.006 -0.01 0.00 0.00
H 2.613 3.345 -2.323 -0.01 0.02 -0.01
H 2.539 1.268 -0.886 0.01 -0.02 -0.01
H 2.121 0.927 -2.543 -0.01 0.03 -0.02
H 0.279 1.200 -0.282 -0.02 0.02 -0.01
H -1.521 0.798 -1.726 -0.01 0.02 0.00
H -0.416 0.639 -3.073 0.02 0.03 -0.01
H -0.988 3.220 -1.506 0.01 0.01 0.00
H -1.490 2.860 -3.170 0.01 0.02 0.00
```
Positions in Å, forces in eV/Å.